ORCA calculation (ωB97M-V/def2-TZVPD) on C31H31BiCl3O5PSSbSe4 as an isolated structure.

Geometry as XYZ:
```
78
Properties=species:S:1:pos:R:3:lowdin_charge:R:1
Bi 1.9368 1.1898 0.7985 1.206
C 0.9384 3.6686 3.3955 -0.126
O 1.2248 2.2900 3.4961 -0.341
C 0.6050 1.6560 4.5834 -0.235
C 0.6704 0.1596 4.3374 -0.182
O 0.0898 -0.2534 3.1143 -0.198
C -1.2592 -0.6230 3.1297 -0.204
C -2.2588 0.5117 3.3706 -0.214
O -2.0035 1.6890 2.6514 -0.182
C -1.9856 1.5167 1.2427 -0.085
H 1.2522 4.1913 4.3072 0.085
H -0.1334 3.8247 3.2280 0.084
H 1.5124 4.0528 2.5555 0.034
H -0.4258 2.0113 4.6961 0.109
H 1.1605 1.8691 5.5105 0.104
H 0.2051 -0.3719 5.1810 0.126
H 1.7211 -0.1319 4.2803 0.102
H -1.4521 -1.4033 3.8864 0.124
H -1.4394 -1.0735 2.1541 0.102
H -2.2744 0.8028 4.4234 0.114
H -3.2600 0.1115 3.1272 0.117
H -2.9855 1.2329 0.8817 0.081
H -1.2595 0.7669 0.9245 0.044
H -1.6853 2.4628 0.7988 0.071
Cl 1.2141 6.6328 -4.9407 0.574
C 1.0108 5.5276 -3.5883 -0.693
C 1.6409 4.2954 -3.6078 -0.158
C 1.4688 3.4349 -2.5430 -0.561
Cl 2.2804 1.8956 -2.5491 0.688
C 0.6839 3.7373 -1.3945 -0.528
O 0.5171 2.9258 -0.4336 -0.307
C 0.0806 5.0250 -1.4536 -0.578
Cl -0.9274 5.5039 -0.1090 0.647
C 0.2296 5.9010 -2.5086 -0.169
H 2.2683 4.0053 -4.4392 0.096
H -0.2583 6.8651 -2.4839 0.092
Se 4.3854 2.4413 5.2565 -0.296
Sb 5.1432 1.7254 3.0434 -0.100
Se 3.8502 2.9949 1.1636 -0.090
Se 3.4802 -0.9481 1.7888 0.336
Se 7.4859 2.1191 2.5642 -0.334
O -0.0025 -0.5136 -0.6777 -0.378
P -0.4883 -1.7942 -1.2437 0.771
C -1.9693 -2.4025 -0.4013 -0.266
C -3.0677 -1.5404 -0.3732 -0.084
C -4.2096 -1.8832 0.3296 -0.084
C -4.2631 -3.0915 1.0162 -0.094
C -3.1772 -3.9516 0.9928 -0.086
C -2.0310 -3.6082 0.2839 -0.069
C -1.0029 -1.5620 -2.9619 -0.272
C -0.5584 -0.3945 -3.5743 -0.048
C -0.8984 -0.1387 -4.8978 -0.065
C -1.6781 -1.0433 -5.6002 -0.094
C -2.1295 -2.2084 -4.9878 -0.096
C -1.7937 -2.4652 -3.6684 -0.094
C 0.7162 -3.1198 -1.1927 -0.274
C 1.1209 -3.8393 -2.3145 -0.070
C 2.1469 -4.7673 -2.2080 -0.087
C 2.7757 -4.9697 -0.9880 -0.082
C 2.3833 -4.2472 0.1297 -0.080
C 1.3551 -3.3267 0.0297 -0.113
H -3.0168 -0.5856 -0.8840 0.114
H -5.0510 -1.2025 0.3560 0.102
H -5.1512 -3.3565 1.5762 0.097
H -3.2126 -4.8877 1.5353 0.099
H -1.1785 -4.2774 0.2802 0.101
H 0.0541 0.2986 -3.0079 0.071
H -0.5489 0.7681 -5.3733 0.107
H -1.9400 -0.8420 -6.6317 0.096
H -2.7428 -2.9097 -5.5386 0.095
H -2.1536 -3.3673 -3.1859 0.109
H 0.6612 -3.6575 -3.2769 0.097
H 2.4767 -5.3086 -3.0857 0.097
H 3.5995 -5.6681 -0.9140 0.100
H 2.9078 -4.3548 1.0693 0.102
H 1.1040 -2.7209 0.8934 0.091
S 4.1186 -0.9215 -1.3423 0.424
C 3.3974 -0.3719 -0.0021 -1.599
```

Output
DFT total energy = -13756.92506 a.u.
HOMO energy (spin up / spin down) = -1.1 / -1.8 eV
expectation value of S² = 0.767
charge = -2
energy relative to the best compared isomer or geometry (same formula, charge and spin) = 0.0 kcal/mol
2S+1 = 2